#P
Molecular formula: C7H11N2S
Method: DFT, wB97M-V/def2-TZVPD

E_LUMO = -5.693 eV
highest occupied orbital energy = -13.93 eV
charge = +1

Bonds (Å) are listed after each position.
Geometry (Å):
1 C -2.731 1.342 -0.191  C2 1.390, N8 1.332, H11 1.040
2 C -3.455 0.206 -0.531  C1 1.390, S10 1.748, H12 1.099
3 C 1.038 -0.118 1.523  C4 1.534, C5 1.561, H13 1.044, H14 1.024
4 C -0.016 -0.745 0.601  C3 1.534, C5 1.490, N9 1.373, H15 1.127
5 C 1.227 -0.212 -0.023  C3 1.561, C4 1.490, C6 1.486, C7 1.448
6 C 2.356 -1.095 -0.412  C5 1.486, H16 1.098, H17 1.025, H18 1.162
7 C 1.046 0.932 -0.893  C5 1.448, H19 1.124, H20 1.135, H21 1.101
8 N -1.544 1.074 0.351  C1 1.332, N9 1.314
9 N -1.273 -0.206 0.477  C4 1.373, N8 1.314, S10 1.740
10 S -2.644 -1.208 0.098  C2 1.748, N9 1.740
11 H -3.125 2.302 -0.118  C1 1.040
12 H -4.481 0.043 -0.889  C2 1.099
13 H 0.665 0.794 1.868  C3 1.044
14 H 1.516 -0.791 2.129  C3 1.024
15 H 0.056 -1.863 0.723  C4 1.127
16 H 3.355 -0.670 -0.247  C6 1.098
17 H 2.387 -1.310 -1.414  C6 1.025
18 H 2.369 -2.072 0.219  C6 1.162
19 H 2.101 1.294 -1.031  C7 1.124
20 H 0.525 1.830 -0.435  C7 1.135
21 H 0.630 0.474 -1.803  C7 1.101



#Q
Molecular formula: C7H11N2S
Method: DFT, wB97M-V/def2-TZVPD

E_LUMO (alpha / beta) = -4.852 / -3.532 eV
highest occupied orbital energy (alpha / beta) = -11.24 / -11.60 eV
charge = +1

Bonds (Å) are listed after each position.
Geometry (Å):
1 C -2.940 0.510 -0.959  C2 1.341, N8 1.398, H11 1.023
2 C -1.811 -0.207 -1.055  C1 1.341, N9 1.403, H12 1.071
3 C -2.382 -0.091 1.131  N8 1.379, N9 1.341, H13 1.033
4 C 2.963 0.058 -0.126  C5 1.503, C6 1.550, H14 1.218, H15 1.089
5 C 2.971 0.944 1.087  C4 1.503, H16 1.078, H17 1.181
6 C 1.650 -0.049 -0.943  C4 1.550, S10 1.925, H18 1.059, H19 1.041
7 C -0.541 -1.486 0.603  N9 1.353, S10 1.750, H20 1.096
8 N -3.254 0.680 0.392  C1 1.398, C3 1.379, H21 0.981
9 N -1.503 -0.600 0.256  C2 1.403, C3 1.341, C7 1.353
10 S 0.801 -1.718 -0.496  C6 1.925, C7 1.750
11 H -3.366 0.962 -1.773  C1 1.023
12 H -1.385 -0.516 -1.988  C2 1.071
13 H -2.286 -0.204 2.154  C3 1.033
14 H 3.622 0.601 -0.995  C4 1.218
15 H 3.280 -0.945 0.157  C4 1.089
16 H 3.226 0.380 1.970  C5 1.078
17 H 2.749 2.104 1.108  C5 1.181
18 H 0.917 0.629 -0.591  C6 1.059
19 H 1.791 -0.319 -1.938  C6 1.041
20 H -0.661 -2.181 1.442  C7 1.096
21 H -3.841 1.447 0.564  N8 0.981



Least stable: #Q



#P
Molecular formula: H4N4O2
Method: DFT, wB97M-V/def2-TZVPD

E_LUMO = 0.519 eV
highest occupied orbital energy = -9.41 eV
SMILES string = [H]/N=[N+](\[O-])O.[H]/N=N/[H]

Bonds (Å) are listed after each position.
Geometry (Å):
1 H -1.145 -1.581 0.215  N2 1.086
2 N -0.634 -0.719 -0.205  H1 1.086, N3 1.237
3 N -1.299 0.074 -0.882  N2 1.237, O4 1.165, O5 1.352
4 O -2.315 -0.106 -1.423  N3 1.165
5 O -0.648 1.253 -1.008  N3 1.352, H6 0.970
6 H 0.176 1.168 -0.503  O5 0.970
7 H 1.714 0.798 2.048  N8 1.029
8 N 1.153 0.381 1.293  H7 1.029, N9 1.268
9 N 1.855 -0.439 0.628  N8 1.268, H10 1.134
10 H 1.143 -0.829 -0.164  N9 1.134



#Q
Molecular formula: H4N4O2
Method: DFT, wB97M-V/def2-TZVPD

E_LUMO = 0.291 eV
highest occupied orbital energy = -9.63 eV
SMILES string = NN(N)[N+](=O)[O-]

Bonds (Å) are listed after each position.
Geometry (Å):
1 N 0.243 -0.958 1.024  N2 1.342, H7 0.989, H8 0.968
2 N -0.280 -0.182 0.062  N1 1.342, N3 1.728, N4 1.356
3 N 0.262 1.435 0.339  N2 1.728, H9 1.033, H10 0.986
4 N -0.345 -0.578 -1.232  N2 1.356, O5 1.246, O6 1.207
5 O -0.782 -1.735 -1.388  N4 1.246
6 O -0.103 0.203 -2.121  N4 1.207
7 H 1.179 -1.276 1.020  N1 0.989
8 H 0.131 -0.547 1.894  N1 0.968
9 H -0.451 1.834 0.970  N3 1.033
10 H 0.145 1.804 -0.567  N3 0.986



Least stable: #Q



#P
Molecular formula: C2H5N2O2
Method: DFT, wB97M-V/def2-TZVPD

E_LUMO (alpha / beta) = 4.325 / 4.513 eV
highest occupied orbital energy (alpha / beta) = -4.19 / -3.63 eV
charge = -1

Bonds (Å) are listed after each position.
Geometry (Å):
1 C 0.220 1.185 0.713  C2 1.477, H7 1.093, H8 1.095, H9 1.117
2 C -1.063 1.062 -0.009  C1 1.477, H10 1.069, H11 1.068
3 N -0.300 -1.236 -1.272  N4 1.226
4 N 0.539 -1.946 -0.728  N3 1.226, O5 1.277, O6 1.258
5 O 1.220 -1.525 0.268  N4 1.277
6 O 0.735 -3.105 -1.176  N4 1.258
7 H 0.849 1.989 0.321  C1 1.093
8 H 0.085 1.328 1.790  C1 1.095
9 H 0.790 0.229 0.621  C1 1.117
10 H -1.230 1.544 -0.949  C2 1.069
11 H -1.845 0.476 0.421  C2 1.068



#Q
Molecular formula: C2H5N2O2
Method: DFT, wB97M-V/def2-TZVPD

E_LUMO = 4.362 eV
highest occupied orbital energy = -4.56 eV
charge = -1

Bonds (Å) are listed after each position.
Geometry (Å):
1 N 0.251 -0.659 -1.165  C2 1.334, H4 0.995, H5 1.032
2 C -1.036 -0.404 -0.926  N1 1.334, N3 1.300, H6 1.092
3 N -2.028 -0.980 -1.538  C2 1.300, H7 1.015
4 H 0.517 -1.321 -1.859  N1 0.995
5 H 0.944 -0.195 -0.558  N1 1.032
6 H -1.170 0.194 -0.022  C2 1.092
7 H -2.861 -0.728 -1.016  N3 1.015
8 O 1.779 0.753 0.603  C9 1.256
9 C 1.349 1.009 1.755  O8 1.256, O10 1.241, H11 1.129
10 O 0.888 0.250 2.621  C9 1.241
11 H 1.366 2.082 2.106  C9 1.129



Least stable: #P



#P
Molecular formula: H27O14
Method: DFT, wB97M-V/def2-TZVPD

E_LUMO = 2.180 eV
highest occupied orbital energy = -7.40 eV
charge = -1

Bonds (Å) are listed after each position.
Geometry (Å):
1 O -0.823 -2.945 -4.546  H2 0.951, H35 0.930
2 H -1.071 -2.027 -4.525  O1 0.951
3 O -2.215 -0.311 2.239  H14 0.944, H40 1.004
4 H 2.194 1.699 -0.541  O18 0.973
5 H 0.126 3.670 1.086  O21 0.957
6 O 1.145 -1.734 1.452  H22 0.967, H26 0.981
7 H 1.505 3.572 1.115  O21 1.009
8 H 4.589 -0.165 -0.497  O9 0.943
9 O 4.347 -0.572 -1.313  H8 0.943, H11 0.965
10 H -1.026 -0.206 -0.486  O39 1.090
11 H 3.489 -0.214 -1.572  O9 0.965
12 O -0.361 0.509 0.661  H23 0.937
13 H 1.203 -1.018 -3.773  O33 0.940
14 H -2.797 0.311 1.832  O3 0.944
15 O -3.141 2.942 0.882  H16 0.997, H17 1.006
16 H -3.107 2.061 1.347  O15 0.997
17 H -2.958 2.537 -0.020  O15 1.006
18 O 2.007 0.880 -0.050  H4 0.973, H20 1.048
19 H -2.075 -1.376 -2.652  O36 1.009
20 H 0.986 0.800 0.171  O18 1.048
21 O 0.827 4.164 0.660  H5 0.957, H7 1.009
22 H 0.988 -1.455 2.364  O6 0.967
23 H -0.648 1.388 0.817  O12 0.937
24 O 1.150 -3.613 -0.598  H25 0.969, H37 1.032
25 H 0.657 -3.441 0.218  O24 0.969
26 H 0.652 -1.112 0.874  O6 0.981
27 O -0.593 1.422 4.587  H28 0.918, H29 0.910
28 H -0.995 0.641 4.321  O27 0.918
29 H -0.195 1.708 3.820  O27 0.910
30 O 1.081 0.644 3.082  H31 1.015, H32 0.976
31 H 0.661 0.048 2.376  O30 1.015
32 H 1.920 0.617 2.585  O30 0.976
33 O 1.593 -1.167 -2.931  H13 0.940, H34 0.931
34 H 1.047 -0.742 -2.308  O33 0.931
35 H -0.188 -3.058 -3.877  O1 0.930
36 O -2.815 -1.316 -3.336  H19 1.009, H38 0.962
37 H 1.624 -2.722 -0.813  O24 1.032
38 H -3.465 -1.002 -2.701  O36 0.962
39 O -1.701 -0.133 -1.338  H10 1.090, H41 0.988
40 H -1.332 0.159 2.333  O3 1.004
41 H -2.288 0.558 -0.946  O39 0.988



#Q
Molecular formula: H27O14
Method: DFT, wB97M-V/def2-TZVPD

E_LUMO = 2.605 eV
highest occupied orbital energy = -6.73 eV
charge = -1

Bonds (Å) are listed after each position.
Geometry (Å):
1 O 0.553 3.610 -0.342  H2 0.966, H35 0.961
2 H 1.153 2.937 0.004  O1 0.966
3 O 2.051 1.630 1.789  H4 0.971, H40 0.951
4 H 2.391 1.187 0.995  O3 0.971
5 H -2.917 1.772 -0.451  O21 0.959
6 O -3.989 -2.675 2.148  H22 0.976, H26 0.969
7 H -2.624 3.206 -0.029  O21 0.944
8 H 4.836 -0.362 0.325  O9 0.946
9 O 4.246 -0.845 -0.237  H8 0.946, H11 0.972
10 H -2.625 0.969 2.764  O39 0.958
11 H 3.547 -0.494 -0.814  O9 0.972
12 O -0.422 -2.851 -0.358  H14 0.995, H23 0.964
13 H 0.035 -1.454 -1.905  O33 0.965
14 H 0.126 -2.389 0.333  O12 0.995
15 O -1.098 2.808 -2.707  H16 0.957, H17 0.969
16 H -1.509 3.602 -3.047  O15 0.957
17 H -1.624 2.480 -1.962  O15 0.969
18 O 1.880 0.480 -0.719  H20 0.963
19 H 1.055 -0.436 0.396  O36 0.995
20 H 2.252 1.004 -1.435  O18 0.963
21 O -3.070 2.691 -0.682  H5 0.959, H7 0.944
22 H -3.201 -3.237 2.019  O6 0.976
23 H 0.084 -3.645 -0.563  O12 0.964
24 O -0.858 1.035 0.987  H25 0.969, H37 0.964
25 H -0.074 1.585 0.836  O24 0.969
26 H -3.473 -1.878 1.955  O6 0.969
27 O -1.372 -3.641 2.133  H28 0.970, H29 0.960
28 H -1.305 -3.609 1.166  O27 0.970
29 H -1.192 -2.772 2.498  O27 0.960
30 O 2.350 -0.770 -4.329  H31 0.958, H32 0.962
31 H 2.296 -0.213 -3.551  O30 0.958
32 H 1.613 -1.369 -4.175  O30 0.962
33 O 0.313 -0.717 -2.463  H13 0.965, H34 1.015
34 H 0.745 -0.139 -1.750  O33 1.015
35 H 0.075 3.158 -1.043  O1 0.961
36 O 1.167 -1.186 1.041  H19 0.995, H38 0.966
37 H -0.716 0.316 0.361  O24 0.964
38 H 1.903 -1.666 0.640  O36 0.966
39 O -2.651 0.328 3.476  H10 0.958, H41 0.956
40 H 1.965 1.154 2.608  O3 0.951
41 H -1.917 0.395 4.085  O39 0.956



Least stable: #P